90
Properties=species:S:1:pos:R:3:lowdin_charge:R:1 method="wB97M-V/def2-TZVPD" e_homo_ev=-9.40 spin_multiplicity=1 energy_ev=-88637.854 total_charge=0 molar_mass_g_mol=660.85
S -3.601 1.997 -2.838 0.565
P -0.414 3.387 -1.771 0.405
Si -1.913 1.727 -1.391 0.526
Si -0.609 -0.589 -2.752 0.465
F -4.063 0.549 -3.284 -0.193
O -4.676 2.548 -2.058 -0.300
O -1.238 0.256 -1.423 -0.253
O -0.806 4.485 -0.668 -0.147
O -1.633 -3.285 10.962 0.006
O -0.749 4.199 -3.111 -0.155
O 1.606 -4.435 1.845 -0.072
O -3.163 2.657 -4.038 -0.327
O 5.719 2.945 -3.727 -0.190
O -1.578 1.631 1.134 -0.221
O -3.301 -1.424 6.200 0.014
O 0.956 2.850 -1.649 -0.295
N -3.360 -1.987 11.643 0.154
N -3.101 -4.128 12.472 0.152
N -3.318 -2.723 8.063 0.157
N -1.329 -1.965 7.189 0.158
C -1.083 1.304 3.455 -0.216
C 0.562 -0.324 -5.291 -0.236
C 1.006 0.488 -6.535 -0.182
C 0.870 -1.499 -2.068 -0.213
C -1.500 2.304 2.390 -0.226
C 1.327 -3.090 -0.107 -0.200
C -1.835 -1.823 -3.428 -0.147
C -2.693 -1.999 7.089 -0.678
C -2.632 -3.143 11.651 -0.688
C 3.593 1.751 -3.880 -0.170
C 6.752 1.995 -3.804 -0.123
C 2.522 0.815 -6.618 -0.202
C 2.903 2.270 -6.338 -0.204
C 0.761 -4.236 0.715 -0.283
C 0.435 -2.776 -1.307 -0.265
C 2.902 2.704 -4.872 -0.189
C -2.005 0.069 3.524 -0.085
C -2.651 2.024 0.295 -0.279
C 4.592 2.487 -2.996 -0.234
C -0.097 0.530 -4.172 -0.232
H 7.541 2.415 -4.428 0.087
H -3.542 1.406 0.461 0.102
H -1.031 3.642 -3.849 0.054
H -0.599 5.372 -0.983 0.088
H -3.920 -4.031 13.040 0.093
H -2.435 -1.401 -4.238 0.034
H -0.737 3.085 2.297 0.123
H 1.885 2.917 -4.540 0.086
H 1.362 -2.215 0.548 0.121
H 2.335 -3.362 -0.428 0.124
H 3.050 0.135 -5.944 0.089
H -1.457 -0.844 3.288 0.071
H 6.421 1.054 -4.262 0.082
H -1.047 1.812 4.422 0.107
H -0.823 -2.426 7.922 0.093
H -2.491 -2.240 -2.662 0.043
H 4.921 1.825 -2.184 0.120
H -0.592 -2.662 -0.935 0.098
H 3.875 2.502 -6.786 0.110
H 2.869 0.573 -7.626 0.103
H -2.458 2.775 2.637 0.127
H -1.248 -2.638 -3.866 0.044
H -2.827 0.159 2.811 0.068
H 4.136 0.958 -4.403 0.098
H -0.984 0.992 -4.628 0.076
H -2.584 -4.987 12.500 0.104
H -2.820 -3.194 8.801 0.068
H -0.200 -1.035 -5.627 0.097
H 0.418 -3.621 -2.002 0.113
H -4.318 -2.770 8.034 0.100
H 0.698 -5.154 0.116 0.119
H -4.185 -1.849 12.193 0.094
H 0.412 1.404 -6.605 0.107
H 1.371 -0.846 -1.344 0.088
H 2.177 2.899 -6.870 0.107
H 7.166 1.773 -2.813 0.086
H 4.117 3.357 -2.539 0.125
H -0.829 -1.448 6.491 0.097
H -0.255 -3.983 1.047 0.118
H 1.570 -1.753 -2.867 0.075
H 1.299 -5.207 2.319 0.075
H 3.426 3.665 -4.822 0.112
H 2.855 1.311 -3.209 0.098
H 1.420 -0.870 -4.894 0.091
H 0.761 -0.118 -7.411 0.101
H 0.599 1.305 -3.848 0.044
H -2.904 3.082 0.424 0.095
H -3.040 -1.247 11.046 0.104
H -2.445 -0.047 4.515 0.039
H -0.071 0.980 3.195 0.106